Entry 1:
C35H39N3OPRuS2 | ωB97M-V with the def2-TZVPD basis set

The value obtained for the HOMO-LUMO gap (alpha / beta) is 7.81 / 5.08 eV. The calculation puts the HOMO energy (alpha / beta) at -10.4 / -10.6 eV. The charge is +1. The value obtained for the LUMO energy (alpha / beta) is -2.6 / -5.6 eV. As for the spin multiplicity: 5.

XYZ file:
```
82
C35H39N3OPRuS2 ωB97M-V with the def2-TZVPD basis set
Ru 0.3910 0.5451 -0.6096
C 2.1374 1.0235 3.1333
C 1.0565 1.9655 2.5984
C 0.4519 2.6340 3.8862
P -0.2157 1.0307 1.4882
C -1.8408 1.9327 1.8422
C -1.7336 3.3136 1.2024
C -3.0208 1.1231 1.2033
C -0.5064 -0.5202 2.2960
C -0.7989 -0.7175 3.6237
C -0.8277 -1.9870 4.2028
C -1.3609 -2.1859 5.5749
C -0.2988 -3.0316 3.4068
C -0.1457 -2.9075 2.0162
C -0.1886 -1.6158 1.4574
N 0.0197 -1.4014 0.1384
C 0.5440 -2.4337 -0.6850
C 1.9064 -2.8109 -0.6399
C 2.9022 -1.9574 0.1186
C 2.3316 -3.9864 -1.2619
C 1.4872 -4.6652 -2.0983
C 2.0803 -5.7767 -2.8943
C 0.1185 -4.3135 -2.1678
C -0.3258 -3.1871 -1.4733
C -1.7662 -2.7923 -1.6483
H 2.8884 1.6044 3.7138
H 2.6996 0.6100 2.2816
H 1.7174 0.2740 3.8266
H 1.5089 2.7537 1.9042
H 0.0913 1.8429 4.6351
H -0.2847 3.4336 3.7739
H 1.2775 3.1075 4.4405
H -1.9400 2.1419 2.9393
H -2.1141 3.2988 0.1824
H -0.7039 3.7417 1.1570
H -2.3423 4.0662 1.7433
H -2.7483 0.7967 0.2107
H -4.0153 1.6380 1.1728
H -3.2360 0.2336 1.8058
H -0.9284 0.2107 4.1588
H -0.9922 -1.4844 6.3676
H -1.2012 -3.2022 5.8546
H -2.4345 -1.9869 5.6772
H -0.1186 -4.0247 3.8105
H -0.0359 -3.7814 1.3360
H 2.8974 -1.9433 1.2556
H 2.9832 -0.9535 -0.2330
H 3.8817 -2.3368 -0.1022
H 3.3235 -4.3793 -1.1667
H 2.7249 -5.4003 -3.7348
H 1.2458 -6.3521 -3.3908
H 2.6347 -6.5836 -2.3815
H -0.5924 -4.8908 -2.7396
H -2.3555 -3.6509 -2.1144
H -1.8772 -1.9143 -2.2842
H -2.2943 -2.5989 -0.6927
S -0.8736 3.8644 -3.6133
C -2.1879 2.7367 -3.6147
C -3.3778 2.7815 -4.3713
C -4.3203 1.7540 -4.2512
C -4.1369 0.7584 -3.2671
C -2.9903 0.7448 -2.5089
C -1.9924 1.6987 -2.6913
N -0.7520 1.7607 -2.0203
C -0.0394 2.7811 -2.4335
C 1.2798 2.9553 -1.9616
C 2.1482 3.9209 -2.5421
C 3.4361 4.0837 -1.9807
C 3.8616 3.1680 -0.9877
C 2.9368 2.2304 -0.4745
C 1.6256 2.1415 -0.8821
H -3.6034 3.6386 -5.0216
H -5.1870 1.6999 -4.9071
H -4.9715 0.0762 -2.9517
H -2.8635 -0.0188 -1.8026
H 1.7500 4.5302 -3.3616
H 4.1134 4.8237 -2.3256
H 4.8817 3.1367 -0.6188
H 3.1599 1.6751 0.4305
O 2.5285 1.3481 -4.2280
S 2.0568 0.1345 -3.5535
N 1.4611 0.0275 -2.1773
```

---

Entry 2:
C35H40AsCrN2 | ωB97M-V with the def2-TZVPD basis set

The value obtained for the HOMO-LUMO gap (alpha / beta) is 6.35 / 7.86 eV. The calculation puts the HOMO energy (alpha / beta) at -7.3 / -7.3 eV. The charge is 0. The value obtained for the LUMO energy (alpha / beta) is -1.0 / 0.5 eV. As for the spin multiplicity: 4.

XYZ file:
```
79
C35H40AsCrN2 ωB97M-V with the def2-TZVPD basis set
Cr 0.6574 -2.1703 -1.1465
C 2.3068 -3.5564 -0.5509
C 1.9198 -4.1001 -1.8026
C 2.3132 -3.2044 -2.8209
C 2.8858 -2.0781 -2.2104
C 2.8864 -2.2878 -0.8010
H 2.2595 -4.0498 0.4048
H 1.4593 -5.0628 -1.9523
H 2.1713 -3.3518 -3.8810
H 3.2882 -1.2138 -2.7151
H 3.3570 -1.6567 -0.0657
C -0.7754 -4.0203 1.2732
C -1.4700 -3.9372 -0.0483
C -2.6635 -4.4817 -0.4239
C -2.8749 -4.1474 -1.7998
C -1.8017 -3.4095 -2.2098
C -1.5288 -2.8159 -3.5544
N -0.9197 -3.2680 -1.1398
H -1.4198 -4.5252 1.9940
H -0.5329 -3.0345 1.6774
H 0.1558 -4.5896 1.2090
H -3.3191 -5.0618 0.2107
H -3.7224 -4.4210 -2.4133
H -2.1942 -3.2618 -4.2943
H -0.5006 -3.0111 -3.8799
H -1.6865 -1.7342 -3.5771
C -5.2221 3.4276 0.7377
C -3.9385 2.6434 0.8172
C -2.7507 3.2394 1.2180
C -1.5439 2.5490 1.2830
C -0.3482 3.3756 1.7029
C -1.5272 1.1773 0.9471
As 0.0113 -0.0655 0.9708
N 0.3062 -0.3547 -0.8628
C 0.2713 0.6058 -1.9159
C 0.4439 0.1817 -3.2395
C 0.4316 1.0768 -4.2979
C 0.2277 2.4312 -4.0701
C 0.0542 2.8654 -2.7632
C 0.0820 1.9694 -1.7017
C 1.5416 0.9075 1.7299
C 2.6898 1.4032 1.1000
C 2.9396 1.4118 -0.3908
C 3.7000 1.9596 1.8909
C 3.6278 2.0202 3.2709
C 4.7296 2.6361 4.0943
C 2.5025 1.4763 3.8810
C 1.4700 0.9209 3.1425
C 0.2838 0.3614 3.9031
C -2.7236 0.5557 0.5510
C -2.8405 -0.9046 0.1745
C -3.8986 1.3011 0.4856
H -5.0725 4.4649 1.0363
H -5.9859 2.9960 1.3871
H -5.6187 3.4222 -0.2791
H -2.7522 4.2941 1.4772
H -0.6037 4.4330 1.6392
H 0.5330 3.2060 1.0895
H -0.0540 3.1716 2.7330
H 0.5977 -0.8710 -3.4499
H 0.5749 0.7091 -5.3066
H 0.1997 3.1317 -4.8955
H -0.0975 3.9185 -2.5557
H -0.0305 2.3424 -0.6951
H 2.4501 0.5902 -0.8995
H 4.0123 1.3419 -0.5773
H 2.5879 2.3369 -0.8512
H 4.5807 2.3544 1.3911
H 5.5402 2.9998 3.4630
H 5.1467 1.9122 4.7976
H 4.3540 3.4781 4.6795
H 2.4235 1.4900 4.9655
H 0.3802 0.5822 4.9654
H 0.2161 -0.7224 3.7898
H -0.6687 0.7796 3.5728
H -1.9336 -1.4802 0.3167
H -3.1233 -1.0192 -0.8734
H -3.6175 -1.3809 0.7745
H -4.8088 0.7987 0.1644
```

---

Entry 3:
C35H40B3N2O16S | ωB97M-V with the def2-TZVPD basis set

The value obtained for the HOMO-LUMO gap is 7.49 eV. The calculation puts the HOMO energy at -6.9 eV. The charge is -1. The value obtained for the LUMO energy is 0.6 eV.

XYZ file:
```
97
C35H40B3N2O16S ωB97M-V with the def2-TZVPD basis set
C -3.9940 4.9854 3.3555
C -2.6665 4.2498 3.0462
N -2.6540 2.8062 3.3277
C -3.4814 2.0430 2.3869
C -2.7405 1.7433 1.0701
C -1.8230 0.5546 1.1850
C -2.3636 -0.7354 1.3597
B -3.9409 -1.0161 1.4063
C -4.9826 -0.3337 0.4256
O -4.4653 -1.8737 2.3640
C -1.4917 -1.8048 1.4749
S -2.0724 -3.5090 1.6727
C -0.1194 -1.6625 1.4152
C 0.3968 -0.4147 1.2349
C -0.4519 0.6696 1.1266
C 0.2522 1.9940 0.8963
O -0.0419 3.0432 1.4312
C 1.4273 1.8896 -0.0586
C 1.6225 2.8528 -1.0133
C 2.6837 2.6841 -1.8694
O 2.8610 3.6488 -2.8680
N 2.2045 3.1095 -4.0698
O 1.1991 3.6415 -4.2584
C 3.5439 1.6204 -1.7638
B 4.7288 1.5609 -2.8286
O 5.9284 2.2084 -2.6790
O 4.4874 0.8364 -3.9653
C 3.3584 0.6455 -0.7975
C 4.3055 -0.5237 -0.6756
C 3.7926 -1.8247 -1.3425
C 4.7120 -2.4115 -2.4326
C 4.0648 -3.7002 -2.9956
C 6.1855 -2.5720 -2.0141
C 6.5128 -3.8425 -1.1589
C 7.8858 -4.3992 -1.5506
C 8.1238 -5.2563 -2.5471
C 9.3082 -6.2146 -2.4766
C 7.2978 -5.3597 -3.8247
C 2.2640 0.8019 0.0366
C 1.8856 -0.1947 1.1134
O 2.6882 -0.7680 1.8268
C -2.9841 2.5209 4.7013
C -4.4317 2.3466 5.1595
O -2.0861 2.3938 5.5156
H -4.0204 5.3785 4.3750
H -4.8705 4.3320 3.2678
H -4.1446 5.7774 2.6159
H -1.8916 4.6969 3.6784
H -2.3708 4.3977 2.0062
H -4.3950 2.5976 2.1206
H -3.8167 1.1353 2.8994
H -3.4383 1.6289 0.2406
H -2.1786 2.6493 0.8374
H -5.2492 0.6224 0.9053
H -5.9141 -0.8942 0.3159
H -4.5498 -0.0475 -0.5392
H -4.8911 -2.5810 1.8618
H -1.9970 -3.9117 0.3824
H 0.5236 -2.5307 1.5002
H 0.9374 3.6902 -1.0868
H 5.8434 2.7713 -1.9001
H 5.3162 0.6134 -4.4080
H 5.2933 -0.2002 -1.0205
H 4.4243 -0.7343 0.3897
H 2.8471 -1.5761 -1.8471
H 3.5183 -2.5731 -0.5896
H 4.7002 -1.6795 -3.2533
H 3.5196 -4.1809 -2.1720
H 3.3476 -3.4763 -3.7853
H 4.8373 -4.4095 -3.2911
H 6.5939 -1.7046 -1.4897
H 6.7653 -2.6627 -2.9381
H 6.6322 -3.5505 -0.1101
H 5.7454 -4.6165 -1.1999
H 8.7434 -4.0486 -0.9729
H 9.3528 -6.8427 -3.3707
H 9.2655 -6.8451 -1.5877
H 10.2644 -5.6721 -2.4502
H 7.9340 -5.7660 -4.6163
H 6.9365 -4.3923 -4.1696
H 6.4711 -6.0672 -3.6806
H -4.5115 1.6852 6.0224
H -4.7845 3.3341 5.4728
H -5.0506 1.9517 4.3510
B -9.1328 2.0967 0.5308
O -7.8699 2.6644 1.0633
C -7.6249 2.1034 2.2336
O -6.6726 2.3418 2.9288
C -8.7355 1.1140 2.5459
O -8.8168 0.4354 3.5294
O -9.6029 1.1255 1.5420
O -10.1352 3.1551 0.2995
C -10.4729 3.1375 -0.9863
O -11.2650 3.8708 -1.5047
C -9.6851 2.0361 -1.6769
O -9.7442 1.7452 -2.8370
O -8.9102 1.4424 -0.7742
```